{"formula": "C17H21IN2O2SeSiW", "method": "wB97M-V/def2-TZVPD", "species": ["W", "C", "C", "N", "C", "C", "C", "O", "C", "C", "N", "C", "C", "C", "C", "C", "C", "I", "C", "O", "H", "H", "H", "H", "H", "H", "H", "H", "H", "H", "H", "H", "C", "Si", "C", "C", "Se", "H", "H", "H", "H", "H", "H", "H", "H", "H"], "coordinates": [[-0.112, 0.554, 0.064], [-1.274, 2.079, 4.406], [-0.261, 1.005, 4.154], [0.340, 0.425, 5.201], [1.243, -0.525, 4.979], [1.647, -0.993, 3.724], [2.627, -2.135, 3.651], [3.304, -2.167, 2.398], [1.047, -0.383, 2.634], [1.301, -0.657, 1.166], [0.248, -1.291, 0.495], [0.083, -2.567, -0.064], [0.826, -3.670, 0.320], [0.527, -4.899, -0.255], [-0.492, -5.025, -1.191], [-1.234, -3.917, -1.594], [-0.916, -2.710, -1.012], [-1.814, -0.916, -1.560], [0.094, 0.584, 2.895], [-0.468, 1.199, 1.733], [-1.383, 2.212, 5.478], [-2.245, 1.819, 3.981], [-0.961, 3.024, 3.960], [1.693, -0.949, 5.871], [2.083, -3.075, 3.785], [3.330, -2.056, 4.481], [4.248, -2.274, 2.548], [2.310, -0.896, 0.858], [1.618, -3.561, 1.053], [1.097, -5.771, 0.035], [-0.711, -5.991, -1.624], [-2.013, -4.016, -2.338], [1.002, 3.853, -4.300], [0.693, 4.552, -2.651], [-0.984, 5.122, -2.231], [2.102, 5.271, -1.755], [0.540, 2.282, -1.268], [1.224, 4.678, -4.987], [0.140, 3.311, -4.688], [1.875, 3.199, -4.284], [-1.118, 6.131, -2.638], [-1.111, 5.184, -1.150], [-1.755, 4.485, -2.663], [2.417, 6.175, -2.290], [2.958, 4.594, -1.741], [1.837, 5.553, -0.737]], "lowdin_charge": [1.007, 0.002, -0.250, 0.154, -0.045, -0.110, -0.169, -0.066, -0.091, -0.194, -0.221, -0.331, 0.027, -0.023, -0.033, -0.097, -0.574, 1.254, -0.199, -0.250, 0.093, 0.092, 0.092, 0.135, 0.136, 0.137, 0.111, 0.125, 0.117, 0.127, 0.127, 0.119, -0.197, 0.469, -0.202, -0.196, 0.413, 0.066, 0.052, 0.052, 0.067, 0.049, 0.051, 0.066, 0.052, 0.055], "orbital_gap_ev": [6.28, 6.28], "total_charge": 2}

{"formula": "CH6N2", "method": "wB97M-V/def2-TZVPD", "species": ["C", "N", "N", "H", "H", "H", "H", "H", "H"], "coordinates": [[-0.936, 0.273, 0.068], [1.437, 0.561, -0.192], [0.384, 0.364, -0.748], [-1.740, 0.375, -0.646], [-0.942, -0.700, 0.548], [-0.993, 1.285, 0.689], [0.354, -2.327, -1.045], [1.263, 0.632, 0.747], [0.969, -2.274, -1.683]], "lowdin_charge": [-0.105, 0.040, -0.168, 0.042, 0.045, 0.110, 0.006, -0.004, 0.034], "orbital_gap_ev": 10.12, "total_charge": 0, "relative_energy_kcal_mol": 77.4}

{"formula": "C21H22BrN4S2SbSe4TeTi", "method": "wB97M-V/def2-TZVPD", "species": ["Ti", "N", "C", "S", "N", "N", "C", "C", "C", "C", "C", "C", "C", "C", "C", "C", "C", "C", "N", "H", "H", "H", "H", "H", "H", "H", "H", "H", "H", "H", "Se", "Sb", "Se", "Se", "Se", "Br", "Te", "C", "C", "C", "C", "C", "C", "H", "H", "H", "H", "H", "C", "S", "C", "H", "H", "H", "H", "H", "H"], "coordinates": [[0.295, -0.409, -1.058], [0.312, -1.875, 2.558], [0.317, -1.209, 1.281], [0.051, -2.464, -0.023], [-0.528, -0.051, 1.306], [-1.163, 0.337, 0.187], [-1.938, 1.382, 0.192], [-2.177, 2.248, 1.362], [-3.447, 2.798, 1.548], [-3.723, 3.606, 2.640], [-2.723, 3.908, 3.553], [-1.447, 3.391, 3.361], [-1.176, 2.559, 2.287], [-2.659, 1.659, -1.078], [-2.548, 2.902, -1.699], [-3.117, 3.073, -2.949], [-3.796, 2.010, -3.527], [-3.931, 0.842, -2.790], [-3.381, 0.662, -1.590], [0.488, -1.183, 3.283], [-0.635, -2.222, 2.693], [-4.228, 2.567, 0.833], [-4.724, 3.998, 2.779], [-2.935, 4.538, 4.409], [-0.651, 3.641, 4.052], [-0.182, 2.157, 2.152], [-1.971, 3.687, -1.227], [-2.990, 4.006, -3.484], [-4.179, 2.039, -4.539], [-4.445, -0.010, -3.222], [-0.121, -1.784, -6.924], [-1.680, -0.448, -5.579], [-1.123, -1.421, -2.805], [0.013, 0.556, -3.179], [-3.915, -0.983, -6.495], [1.876, 1.587, -1.017], [2.563, -0.353, 1.267], [3.335, -1.570, 2.882], [3.159, -2.946, 3.023], [3.766, -3.635, 4.063], [4.576, -2.967, 4.974], [4.770, -1.600, 4.837], [4.153, -0.912, 3.799], [2.534, -3.477, 2.318], [3.612, -4.704, 4.157], [5.054, -3.509, 5.782], [5.398, -1.066, 5.540], [4.312, 0.156, 3.695], [1.685, -3.317, -3.345], [2.455, -1.867, -2.600], [2.979, -1.012, -4.095], [2.448, -4.061, -3.580], [1.144, -3.024, -4.246], [0.988, -3.725, -2.617], [2.157, -0.975, -4.812], [3.833, -1.530, -4.529], [3.263, -0.002, -3.804]], "lowdin_charge": [-0.274, -0.054, -1.119, 0.492, -0.088, -0.117, -0.189, -0.152, -0.033, -0.103, -0.117, -0.092, -0.022, -0.302, -0.040, -0.079, -0.090, -0.179, 0.106, 0.063, 0.070, 0.115, 0.092, 0.088, 0.095, 0.098, 0.119, 0.100, 0.089, 0.089, -0.362, 0.007, 0.100, 0.033, -0.431, -0.051, 1.087, -0.557, -0.144, -0.109, -0.128, -0.123, -0.187, 0.090, 0.092, 0.085, 0.088, 0.072, -0.422, 0.650, -0.418, 0.031, -0.010, -0.001, -0.017, 0.033, 0.024], "orbital_gap_ev": 5.13, "total_charge": -2}

What did the second record say?
{"formula": "CH6N2", "method": "wB97M-V/def2-TZVPD", "species": ["C", "N", "N", "H", "H", "H", "H", "H", "H"], "coordinates": [[-0.936, 0.273, 0.068], [1.437, 0.561, -0.192], [0.384, 0.364, -0.748], [-1.740, 0.375, -0.646], [-0.942, -0.700, 0.548], [-0.993, 1.285, 0.689], [0.354, -2.327, -1.045], [1.263, 0.632, 0.747], [0.969, -2.274, -1.683]], "lowdin_charge": [-0.105, 0.040, -0.168, 0.042, 0.045, 0.110, 0.006, -0.004, 0.034], "orbital_gap_ev": 10.12, "total_charge": 0, "relative_energy_kcal_mol": 77.4}